No. 1
DFT (ωB97M-V/def2-TZVPD) results for C19H38O in the gas phase.

DFT total energy in eV: -22367.30231
HOMO energy in eV: -9.105
Frontier orbital gap in eV: 9.937
Relative energy (zero: lowest compared OMol25 entry of this formula, charge and spin) in kJ/mol: 9.5

Last column: natural (NBO) charge in e.
Atoms and positions in Å:
O -6.9476 2.9774 0.2396  -0.7195
C -3.9247 -0.3415 0.5124  -0.4294
C 1.4615 -1.4035 0.5262  -0.3940
C -0.9891 -1.4458 -0.1850  -0.4015
C 0.1045 -2.0984 0.6581  -0.3812
C -4.8221 1.8518 -0.1835  -0.2611
C 3.3327 0.7770 -0.6803  -0.3993
C 4.5870 1.6330 -0.8660  -0.3840
C -6.3471 -0.1025 -0.2495  -0.6784
C 2.9080 0.6478 0.7818  -0.3817
C 6.2452 -0.2772 -0.6946  -0.6087
C -5.8734 2.8131 -0.6721  -0.1014
C -2.3143 -2.2176 -0.1533  -0.2097
C 6.9984 2.0881 -0.3961  -0.5969
C 1.0781 0.2178 2.4295  -0.6061
C -3.4845 -1.3212 -0.5816  -0.3821
C -5.0273 0.5550 0.0248  0.0807
C 5.8501 1.1037 -0.1772  -0.2171
C 1.5006 0.0642 0.9689  -0.2152
C -2.2513 -3.4452 -1.0611  -0.6000
H -4.2732 -0.9122 1.3777  0.2031
H 4.7893 1.7236 -1.9367  0.1976
H -0.6492 -1.3638 -1.2202  0.1966
H -6.4795 -0.9774 0.3827  0.2126
H 0.2333 -3.1363 0.3430  0.1994
H 2.9314 1.6429 1.2337  0.1959
H 2.1933 -1.9611 1.1174  0.1982
H 6.7390 3.0739 -0.0161  0.2055
H 1.1778 1.2543 2.7456  0.2077
H -6.5810 3.2093 1.0997  0.4645
H -1.4159 -4.0867 -0.7934  0.2057
H -6.3370 2.4473 -1.5926  0.1822
H 0.0424 -0.0773 2.5734  0.2049
H 7.2230 2.1785 -1.4571  0.1992
H 1.7053 -0.3969 3.0720  0.2016
H -7.1664 0.5883 -0.0738  0.2450
H -1.1590 -0.4351 0.1862  0.1973
H -4.3347 -1.9528 -0.8446  0.2004
H -6.3929 -0.4251 -1.2900  0.2219
H 7.8965 1.7498 0.1160  0.2050
H 3.5008 -0.2090 -1.1129  0.1971
H -2.1312 -3.1402 -2.0988  0.2009
H -2.4969 -2.5550 0.8737  0.1905
H 6.3668 -0.2560 -1.7759  0.2007
H 5.4932 -1.0210 -0.4453  0.2055
H -0.2073 -2.1166 1.7037  0.1943
H 0.8117 0.6423 0.3441  0.1917
H -3.1651 -4.0299 -0.9795  0.2068
H -3.0752 0.2652 0.8301  0.2039
H -5.4131 3.7886 -0.8823  0.1655
H 7.1879 -0.5900 -0.2506  0.2080
H -3.8528 2.2822 0.0291  0.1937
H 1.7684 -1.4613 -0.5197  0.1998
H 4.3825 2.6375 -0.4857  0.1960
H -3.2002 -0.7586 -1.4739  0.2010
H 2.5189 1.2451 -1.2410  0.2004
H 3.6218 0.0231 1.3221  0.1936
H 5.6628 1.0342 0.8990  0.1928


No. 2
DFT (ωB97M-V/def2-TZVPD) results for C3H5N3O in the gas phase.

DFT total energy in eV: -9704.42342
HOMO energy in eV: -8.981
Frontier orbital gap in eV: 8.093
Relative energy (zero: lowest compared OMol25 entry of this formula, charge and spin) in kJ/mol: 594.4

Last column: natural (NBO) charge in e.
Atoms and positions in Å:
O -1.2303 0.9768 0.3146  -0.7200
N 1.3489 0.2655 -0.8024  -0.2213
N 0.4453 -0.9657 0.8265  -0.3922
N 0.2633 -0.1611 -1.2952  -0.0617
C 1.3138 0.0862 0.6221  -0.1644
C -0.3459 -0.8489 -0.2202  0.2695
C -1.7348 -0.2693 0.0132  -0.0816
H -2.3462 -0.2847 -0.9022  0.1727
H -2.2521 -0.7899 0.8307  0.1731
H 0.3639 0.9072 0.7951  0.3719
H 2.2457 0.1948 1.1703  0.2309
H 1.9283 0.8890 -1.3524  0.4230


No. 3
DFT (ωB97M-V/def2-TZVPD) results for a molecular structure, C27H29AgN8O2PS in a non-equilibrium geometry.

DFT total energy in eV: -68606.20983
HOMO energy in eV: -9.696
Frontier orbital gap in eV: 6.612
Total charge: +1
Relative energy (zero: lowest compared OMol25 entry of this formula, charge and spin) in kJ/mol: 74.3

Last column: natural (NBO) charge in e.
Atoms and positions in Å:
Ag 0.8002 -0.5412 0.7692  0.8089
S 0.6843 -1.5458 3.1043  -0.4146
P -1.7114 -1.0456 -2.0835  2.1278
O -1.6868 -0.1449 -3.2484  -1.1256
O -0.4320 -1.0659 -1.2516  -1.1933
N -0.7305 2.1463 -0.4552  -0.4788
N -0.8592 0.8582 2.0114  -0.2281
N -1.3373 0.2364 3.0664  -0.4414
N 1.8149 -2.6985 0.0982  -0.4512
N -1.6523 -1.6491 4.2835  -0.7831
N 2.4372 -0.2414 -0.9955  -0.4719
N -2.8360 0.2246 -0.0870  -0.8607
N -0.2267 -2.9726 -2.8894  -0.7376
C -2.9033 4.4973 4.9712  -0.1948
C -3.2515 4.6598 3.6385  -0.2000
C 3.0026 -3.8262 -1.6647  -0.1038
C 3.6771 -3.7441 -2.9157  -0.1909
C -1.0349 2.1635 1.9400  0.0459
C 0.3498 3.8714 -1.6437  -0.2685
C -1.3100 2.8107 4.3519  -0.1786
C 2.0612 -5.0696 0.1591  -0.2462
C -0.0545 4.0950 0.7114  -0.2230
C 2.7632 -5.0535 -1.0203  -0.1383
C -1.9310 3.5747 5.3227  -0.2104
C 1.5929 -3.8556 0.6747  0.0658
C 0.4539 4.6106 -0.4547  -0.1137
C -1.6438 2.9760 3.0096  -0.0231
C -0.8653 -0.9295 3.4502  0.2805
C 3.6987 -0.0782 -3.4777  -0.1171
C 2.5255 -2.6480 -1.0378  0.1293
C 3.8732 -2.5459 -3.5143  -0.1731
C -1.6735 -2.8813 -2.6266  -0.5921
C 2.7065 0.9162 -1.5539  0.0694
C 3.4549 -1.3332 -2.8926  -0.1119
C -2.6241 3.9080 2.6635  -0.2302
C -3.2044 -0.8362 -1.0124  -0.5830
C -0.6229 2.8072 0.7264  0.2592
C 3.3137 1.0547 -2.8070  -0.2503
C 2.7958 -1.3647 -1.6403  0.2262
C -0.2771 2.6512 -1.6103  0.0824
H -1.2943 1.2770 -0.4659  0.4877
H 0.0045 4.6450 1.6373  0.2548
H 4.0245 -4.6551 -3.3789  0.2273
H 4.3791 -2.4797 -4.4655  0.2259
H 3.1379 -5.9644 -1.4635  0.2265
H 2.4391 1.8004 -0.9905  0.1985
H -4.0076 -0.4965 -1.6650  0.2391
H 0.0988 -2.2230 -2.1314  0.4838
H -0.4579 2.0473 -2.4876  0.2635
H 1.8636 -5.9886 0.6866  0.2358
H -2.9096 4.0194 1.6260  0.2079
H -0.0117 -2.5809 -3.8082  0.4329
H 0.7421 4.2635 -2.5654  0.2429
H -3.6574 0.6798 0.2994  0.3870
H -2.2720 -3.1232 -3.5011  0.2373
H -4.0121 5.3735 3.3584  0.2196
H -3.5056 -1.7672 -0.5227  0.2057
H -1.6518 3.4527 6.3596  0.2224
H -0.5545 2.0923 4.6306  0.2284
H 3.4908 2.0343 -3.2206  0.2318
H 0.1955 -3.8975 -2.8023  0.4291
H 0.9359 5.5775 -0.4611  0.2394
H 4.1885 -0.0208 -4.4399  0.2272
H -1.9404 -3.5381 -1.8001  0.2313
H -2.4486 -1.1891 4.6945  0.4000
H -2.3185 -0.1826 0.6872  0.3936
H -3.3927 5.0865 5.7319  0.2222
H 1.0193 -3.8312 1.5922  0.2305
H -1.2221 -2.4019 4.7969  0.4075


No. 4
DFT (ωB97M-V/def2-TZVPD) results for a molecular structure, C24H38O22Rb2 in a non-equilibrium geometry.

DFT total energy in eV: -71858.76050
HOMO energy in eV: -6.473
Frontier orbital gap in eV: 5.203
Relative energy (zero: lowest compared OMol25 entry of this formula, charge and spin) in kJ/mol: 0.0

Last column: Mulliken charge in e.
Atoms and positions in Å:
Rb -3.1784 0.6378 5.2643  0.9986
Rb -0.2659 4.6382 3.7647  0.9676
O 1.4723 2.0264 -0.1759  -0.7500
O -4.3759 4.9856 2.2503  -0.3229
O 1.9095 -5.2825 -0.4390  -0.3486
O 4.9139 0.7641 -3.2736  -0.5696
O -2.6765 3.1945 -2.4814  -0.2450
O 3.8099 -4.8108 -1.5144  -0.5485
O 1.5256 -3.8094 4.2559  -0.1164
O 1.7755 -0.7672 0.1384  -0.6628
O -4.4564 6.5087 3.7423  -0.3429
O -1.4499 2.1187 3.4443  -0.6993
O -3.9358 4.7879 -3.1283  -0.3507
O 3.7483 0.7224 -5.2136  -0.3152
O 1.3164 -4.6549 6.3428  -0.5689
O 3.4052 -0.8306 -3.7806  -0.3538
O -2.6549 -0.4725 -4.8933  -0.3520
O 3.1392 -4.9424 5.0945  -0.3159
O -1.4163 -0.7147 3.4425  -0.8681
O -3.1533 4.6898 4.1246  -0.5662
O -2.8252 -1.2822 -2.8149  -0.6086
O -0.8989 -0.4355 -3.6501  -0.2437
O -2.6331 5.1783 -1.3438  -0.5728
O 3.0323 -6.9220 -1.2456  -0.3667
C 3.6678 -1.6474 -2.6319  -0.5764
C 1.9222 -4.5042 5.3159  0.7163
C -1.6447 2.6548 -1.6679  0.1206
C 3.7156 -5.8860 5.9668  -0.6516
C -4.0301 -0.6813 -5.1895  -0.6987
C -2.1665 -0.8012 -3.7063  0.8820
C 2.9761 -5.5945 -1.1549  0.8436
C -3.8482 3.7664 1.7202  -0.2613
C -4.5920 6.0345 -2.8902  -0.6097
C -3.7669 7.2903 4.7161  -0.5550
C 4.2521 -7.4698 -1.7484  -0.6472
C 0.1794 -0.7264 1.7317  0.2357
C 0.8269 1.4119 0.6898  0.0020
C 1.9408 -4.0097 0.2081  -0.0294
C 4.1048 0.2570 -4.0058  0.7717
C 0.9566 -0.0804 0.8028  -0.0547
C 0.1948 -3.3461 4.3413  -0.6307
C -0.7316 -0.0996 2.6032  0.4254
C -0.7728 1.4647 2.6259  1.2766
C -2.9896 4.4626 -2.2460  0.7850
C 4.6183 1.6347 -5.8326  -0.7155
C 0.0037 2.1333 1.5762  -0.3284
C -3.9381 5.3157 3.4569  0.7203
C -0.2118 -0.8185 -2.4530  0.0272
H -3.9345 2.9717 2.4673  0.1970
H -0.4594 -0.0723 -1.6992  -0.0772
H 3.1056 -2.5660 -2.7562  0.2277
H 4.8595 -7.7901 -0.9054  0.2523
H -0.5908 -1.7343 -1.9963  0.3208
H -1.7892 2.6982 -0.5924  -0.0205
H 2.5842 -4.0989 1.0900  0.2456
H -4.6583 -0.6366 -4.2993  0.3298
H -2.6843 7.1817 4.6137  0.2166
H 4.6919 -6.1957 5.6015  0.2284
H -3.8785 6.8525 -2.8213  0.2799
H -1.4117 1.6625 -2.0426  -0.3915
H -0.6879 3.1483 -1.8738  0.4131
H -4.4354 3.3789 0.8924  0.3487
H 5.1514 2.2659 -5.1214  0.3354
H 4.0844 2.2973 -6.5115  0.2334
H 0.0005 3.2131 1.4561  -0.2180
H 3.3126 -1.2018 -1.6993  0.2002
H 4.0144 -8.3501 -2.3431  0.2298
H 2.4155 -3.3099 -0.4739  0.0437
H -5.1627 5.9372 -1.9693  0.2718
H 4.7435 -1.7929 -2.5803  0.4461
H -2.8001 3.8794 1.4532  0.0508
H -5.2495 6.2392 -3.7292  0.2199
H -3.9781 6.9098 5.7188  0.2865
H 0.0989 -2.4459 4.9511  0.2733
H -4.1098 8.3063 4.5615  0.2364
H 3.8859 -5.4373 6.9470  0.2856
H 4.7297 -6.7425 -2.4005  0.3295
H 0.9971 -3.6350 0.5872  0.0187
H 0.8587 -0.9484 -2.5559  -0.0308
H -4.1316 -1.6614 -5.6472  0.2846
H -0.1775 -3.0151 3.3739  0.1025
H 3.0958 -6.7777 6.0541  0.2950
H -0.5399 -4.0903 4.6508  0.3483
H 0.2009 -1.8075 1.7167  -0.2624
H 5.3629 1.1164 -6.4418  0.2768
H -4.3084 0.1625 -5.8134  0.2464


- Among the records above, which one has the lowest DFT total energy?
  C24H38O22Rb2